{"formula": "C25H35N7O2", "method": "wB97M-V/def2-TZVPD", "e_above_lowest_kcal_mol": 15.4, "smiles": "CCOc1ccc2[nH]c(=O)c([C@@H](c3nnnn3C3CCCCC3)N3CCN(CC)CC3)cc2c1", "multiplicity": 1, "total_charge": 0, "homo_ev": -8.10, "homo_lumo_gap_ev": 8.09, "lumo_ev": -0.011, "symbols": ["C", "C", "O", "C", "C", "C", "C", "C", "C", "H", "H", "N", "C", "O", "C", "C", "H", "C", "C", "N", "N", "N", "N", "C", "C", "C", "C", "C", "C", "H", "H", "H", "H", "H", "H", "H", "H", "H", "H", "H", "N", "C", "C", "N", "C", "C", "H", "H", "H", "H", "C", "C", "H", "H", "H", "H", "H", "H", "H", "H", "H", "H", "H", "H", "H", "H", "H", "H", "H"], "xyz": [[-5.34, -1.20, 2.29], [-5.44, -2.37, 1.33], [-5.58, -1.97, -0.02], [-4.50, -1.50, -0.70], [-3.20, -1.46, -0.23], [-2.17, -0.96, -1.04], [-2.46, -0.48, -2.33], [-3.78, -0.52, -2.79], [-4.78, -1.02, -1.99], [-5.80, -1.07, -2.34], [-4.01, -0.16, -3.79], [-1.45, 0.03, -3.09], [-0.13, 0.16, -2.70], [0.69, 0.66, -3.45], [0.16, -0.34, -1.35], [-0.82, -0.88, -0.59], [-0.58, -1.24, 0.40], [1.59, -0.18, -0.90], [1.96, 1.27, -0.87], [3.16, 1.72, -1.20], [3.12, 3.03, -1.04], [1.99, 3.41, -0.64], [1.21, 2.34, -0.52], [-0.16, 2.43, -0.06], [-0.64, 3.87, -0.11], [-2.10, 3.93, 0.33], [-2.26, 3.37, 1.74], [-1.74, 1.94, 1.81], [-0.28, 1.89, 1.37], [0.33, 2.50, 2.04], [0.10, 0.86, 1.41], [-1.83, 1.56, 2.83], [-2.33, 1.30, 1.15], [-3.31, 3.40, 2.03], [-1.71, 3.99, 2.44], [-2.45, 4.97, 0.30], [-2.72, 3.35, -0.37], [-0.02, 4.49, 0.54], [-0.53, 4.26, -1.13], [-0.78, 1.82, -0.72], [1.78, -0.84, 0.39], [2.80, -0.29, 1.27], [4.23, -0.60, 0.81], [4.39, -2.04, 0.74], [3.45, -2.59, -0.22], [2.02, -2.27, 0.23], [1.31, -2.68, -0.48], [1.85, -2.73, 1.21], [3.58, -3.68, -0.25], [3.62, -2.20, -1.24], [5.76, -2.49, 0.58], [6.46, -2.09, -0.72], [7.48, -2.46, -0.71], [5.95, -2.53, -1.58], [6.48, -1.01, -0.84], [5.75, -3.58, 0.67], [6.32, -2.09, 1.43], [4.94, -0.20, 1.54], [4.41, -0.10, -0.15], [2.66, 0.79, 1.37], [2.64, -0.75, 2.25], [2.23, -0.60, -1.68], [-1.66, 0.37, -4.02], [-2.93, -1.82, 0.75], [-6.35, -2.94, 1.53], [-4.58, -3.05, 1.44], [-4.46, -0.60, 2.10], [-5.30, -1.56, 3.31], [-6.22, -0.56, 2.18]]}